Density functional theory data (ωB97M-V with the def2-TZVPD basis set) for a single C2H3Cl2N molecule at a distorted geometry.

Geometry as XYZ:
```
8
Properties=species:S:1:pos:R:3:lowdin_charge:R:1
H -1.366 0.354 -1.282 0.105
C 0.117 -0.632 0.298 -1.260
Cl 1.780 -1.135 0.416 0.610
H 0.460 0.782 -1.333 0.044
Cl -0.991 -1.809 1.101 0.547
N -0.206 0.711 0.703 -0.060
H 0.558 1.318 0.933 0.074
C -0.352 0.410 -0.837 -0.058
```

The structure (SMILES) is ClC1(Cl)CN1. The relative energy (zero: lowest compared OMol25 entry of this formula, charge and spin) is 24.91 kcal per mole. As for the orbital gap: 10.8371 eV.

Density functional theory data (ωB97M-V with the def2-TZVPD basis set) for a single C5H11NO molecule.

Geometry as XYZ:
```
18
Properties=species:S:1:pos:R:3:lowdin_charge:R:1
H 0.257 -2.187 2.560 0.071
H 0.683 2.159 -2.365 0.071
O -1.805 1.207 -0.397 0.046
H -0.585 0.988 -2.791 0.088
H 1.292 0.322 1.668 0.115
H 0.090 -3.125 1.056 0.071
H -0.362 0.844 1.977 0.121
H -1.020 2.670 -2.514 0.083
C -0.356 1.869 -2.182 -0.004
H 1.329 1.411 -0.316 0.126
C 0.468 -2.188 1.487 -0.124
H -1.282 -1.075 0.876 0.111
H 0.056 -1.106 -0.288 0.109
C -0.664 1.460 -0.753 -0.553
C 0.294 0.393 1.222 -0.185
N 0.409 1.302 0.082 0.034
C -0.185 -1.006 0.778 -0.251
H 1.560 -2.197 1.370 0.070
```

The structure (SMILES) is CCCNC(C)=O. The relative energy (zero: lowest compared OMol25 entry of this formula, charge and spin) is 6.16 kcal per mole. As for the orbital gap: 10.4956 eV.

Density functional theory data (ωB97M-V with the def2-TZVPD basis set) for a single C25H29N5O2 molecule.

Geometry as XYZ:
```
61
Properties=species:S:1:pos:R:3:lowdin_charge:R:1
C 5.024 1.576 -0.523 -0.163
O -2.034 0.473 -0.952 0.080
C -6.872 -4.149 0.516 -0.089
C 3.870 6.453 -1.897 0.008
C 4.492 0.642 0.521 -0.143
C 1.204 -0.741 -0.645 -0.128
H -3.696 -3.603 3.571 0.120
H 4.699 1.048 1.516 0.123
H 2.317 2.296 -0.131 0.123
H 0.740 0.512 1.777 0.115
C -7.057 -3.706 1.827 -0.243
H 6.270 4.695 -3.038 0.126
C 0.286 0.447 -0.345 -0.240
H 6.505 -0.685 -1.529 0.077
H 4.993 -0.326 0.435 0.119
O -6.056 -3.259 2.636 0.034
H 4.584 3.647 0.202 0.130
C -3.719 -2.927 2.731 0.002
C 5.657 1.257 -1.746 -0.309
N -7.852 -4.632 -0.221 0.063
C 4.320 5.331 -2.426 -0.167
H 2.629 2.060 1.606 0.124
H 3.303 -1.112 -0.946 0.121
H 0.191 2.055 1.103 0.126
H -0.601 -1.132 1.337 0.128
H 5.114 -0.615 -2.615 0.068
C -2.569 -2.311 2.285 -0.018
H 2.898 6.846 -2.137 0.053
C -4.977 -1.791 1.027 -0.006
C -4.932 -2.675 2.098 -0.266
H -5.920 -1.574 0.546 0.125
H -1.630 -2.513 2.781 0.112
H 6.189 5.336 -1.374 0.125
H -10.359 -4.392 1.986 0.102
C 6.007 -0.084 -2.288 -0.032
H 0.895 -1.231 -1.570 0.126
C -2.605 -1.435 1.201 -0.215
C 2.254 1.573 0.702 -0.198
H 2.728 0.422 -1.644 0.132
C 5.666 4.738 -2.127 -0.148
C 4.967 2.955 -0.522 -0.019
H 1.161 -1.473 0.163 0.115
H 3.714 4.757 -3.113 0.106
N 3.057 0.391 0.455 -0.160
H -5.896 -4.122 0.049 0.122
C -1.177 0.036 -0.216 -0.436
C -9.357 -4.308 1.594 -0.061
N -1.405 -0.850 0.794 0.137
H 4.463 7.033 -1.209 0.057
C 2.646 -0.256 -0.776 -0.193
N 5.953 2.360 -2.412 0.125
C -9.065 -4.706 0.298 -0.163
C -3.824 -1.178 0.578 0.008
C -8.335 -3.801 2.375 0.010
H -9.829 -5.107 -0.355 0.100
C 0.796 1.168 0.906 -0.129
H 0.329 1.143 -1.189 0.153
H -8.499 -3.482 3.393 0.120
H -3.862 -0.495 -0.253 0.103
H 6.669 0.040 -3.141 0.076
N 5.537 3.380 -1.667 -0.170
```

The structure (SMILES) is C=CCn1cc(CN2CCC(C(=O)Nc3ccc(Oc4cccnc4)cc3)CC2)c(C)n1. The relative energy (zero: lowest compared OMol25 entry of this formula, charge and spin) is 64.20 kcal per mole. As for the orbital gap: 8.7535 eV.

Density functional theory data (ωB97M-V with the def2-TZVPD basis set) for a molecular structure, C21H24HgN2O2Sb.

Geometry as XYZ:
```
51
Properties=species:S:1:pos:R:3:lowdin_charge:R:1
C -1.048 1.831 3.121 -0.046
C 2.585 -0.559 0.724 -0.320
C -1.511 0.304 5.384 -0.084
H -0.178 -1.837 -4.544 0.082
C -0.585 1.237 -1.479 -0.241
H -1.292 -2.358 4.972 0.084
C -0.650 -0.205 1.720 -0.187
H -0.791 4.036 -4.246 0.071
H 3.628 -3.542 -1.903 -0.033
H -0.993 4.621 -1.835 0.079
C -1.087 -1.760 4.089 -0.092
H 4.317 -0.200 -1.762 -0.025
C 3.324 -0.170 -2.220 -0.363
C -1.365 2.442 4.308 -0.132
O 0.022 -2.293 0.694 -0.373
Sb 1.936 -1.472 -1.106 1.327
H 3.258 -3.720 -0.178 -0.023
H -4.121 -2.550 -0.653 -0.212
H 3.676 -0.508 0.740 -0.010
H -1.169 -0.467 -5.088 0.090
H 0.607 -0.307 -5.004 0.087
H -0.512 1.668 -4.884 0.083
H 2.946 0.857 -2.191 -0.015
C -0.785 2.599 -1.161 -0.046
H 4.502 -2.555 -0.703 -0.027
C -0.433 -1.640 1.706 -0.439
H -1.701 -0.310 6.260 0.091
H -1.435 3.524 4.359 0.078
H 2.158 0.444 0.788 0.000
C 3.535 -3.002 -0.956 -0.377
C -0.273 -0.753 -4.526 -0.125
O -0.366 -0.389 -3.177 -0.260
H -3.778 -0.980 -1.309 -0.191
C -1.609 1.670 5.463 -0.146
C -0.744 3.271 -3.480 -0.155
H -1.881 2.148 6.398 0.074
H 3.405 -0.474 -3.269 -0.027
C -0.947 0.423 3.002 -0.102
H 2.215 -1.145 1.566 -0.002
C -3.823 -2.049 -1.592 -0.442
H -0.871 2.420 2.232 0.082
C -1.177 -0.349 4.175 -0.208
C -0.735 -2.354 2.906 -0.045
H -0.875 2.846 -0.114 0.071
Hg -1.684 -2.278 -1.338 0.893
C -0.854 3.587 -2.136 -0.150
N -0.470 0.211 -0.570 -0.086
H -0.642 -3.434 2.847 0.095
C -0.580 1.926 -3.836 -0.069
N -0.644 0.650 0.675 0.012
C -0.505 0.941 -2.871 -0.247
```

Its spin multiplicity is 2. The charge is -2. As for the orbital gap (alpha / beta): 4.2639 / 5.5424 eV. The expectation value of S² is 0.803.

Density functional theory data (ωB97M-V with the def2-TZVPD basis set) for a molecular structure, C6H7NO2 at a distorted geometry.

Geometry as XYZ:
```
16
Properties=species:S:1:pos:R:3:lowdin_charge:R:1
C 1.587 0.038 -0.755 -0.141
H 2.101 -0.529 0.038 0.132
C 2.074 -1.019 -3.156 0.128
H 2.364 -1.337 -4.142 0.036
O -0.777 -0.180 -1.132 0.132
O -2.359 -0.811 2.200 -0.199
C -0.150 0.715 0.998 -0.079
H -1.912 -1.527 1.738 0.030
C 0.116 0.135 -0.386 -0.395
H 0.177 1.766 1.037 0.144
N -2.643 1.244 1.321 0.098
H 2.007 1.057 -0.703 0.138
H -3.340 0.194 1.881 0.226
C 1.848 -0.556 -2.062 -0.132
H 0.479 0.154 1.707 0.133
C -1.570 0.657 1.415 -0.251
```

The relative energy (zero: lowest compared OMol25 entry of this formula, charge and spin) is 130.20 kcal per mole. As for the orbital gap: 9.7712 eV.

Density functional theory data (ωB97M-V with the def2-TZVPD basis set) for a molecular structure, C4H8O2.

Geometry as XYZ:
```
14
Properties=species:S:1:pos:R:3:lowdin_charge:R:1
C -0.654 -0.979 -0.191 -0.189
C 0.078 1.205 -0.598 -0.155
H 1.952 0.026 -0.995 0.136
O 1.576 0.020 0.994 -0.020
C -1.122 0.465 -0.008 -0.188
O -0.516 -1.563 1.049 -0.056
H 0.383 -0.991 -0.792 0.106
C 1.121 0.141 -0.289 -0.283
H -0.363 -2.509 0.923 0.115
H -1.217 0.687 1.063 0.114
H 0.298 2.190 -0.174 0.113
H -0.015 1.309 -1.685 0.116
H 0.906 -0.485 1.505 0.087
H -2.091 0.664 -0.479 0.103
```

The relative energy (zero: lowest compared OMol25 entry of this formula, charge and spin) is 104.59 kcal per mole. As for the orbital gap: 8.5351 eV.

Density functional theory data (ωB97M-V with the def2-TZVPD basis set) for a single C19H23ClFN3O2S molecule.

Geometry as XYZ:
```
50
Properties=species:S:1:pos:R:3:lowdin_charge:R:1
C -4.701 -3.406 -0.068 0.016
O -1.147 -2.529 -2.525 -0.271
H 1.978 4.627 0.499 0.112
H -5.074 -4.405 0.091 0.125
H -3.458 0.206 -0.645 0.115
F -6.705 -2.563 0.818 0.066
H 2.968 -0.312 0.181 0.113
C 0.855 -0.106 0.506 -0.323
N 2.209 1.975 -1.525 0.121
C 1.092 0.758 2.784 -0.085
H 2.326 -1.465 1.362 0.109
C -3.451 -3.173 -0.614 -0.043
C -0.329 -1.029 0.859 -0.137
C 3.487 2.076 -1.845 -0.144
H -0.281 3.646 -0.379 0.120
H 1.767 -1.495 -1.638 0.120
H 2.801 -2.644 -0.772 0.115
H 0.673 0.278 -0.498 0.102
H 1.770 -0.073 2.958 0.080
C 2.436 3.910 -0.165 -0.021
H -0.230 2.007 -1.048 0.094
C 3.774 4.012 -0.502 -0.070
H 4.382 4.812 -0.103 0.104
H 1.490 1.632 3.302 0.087
H -0.173 -1.520 1.825 0.134
C -5.498 -2.328 0.283 -0.292
H 0.112 0.517 3.225 0.088
C 0.238 2.686 -0.335 -0.113
S -1.377 -1.589 -1.470 0.683
C 4.320 3.072 -1.363 -0.071
C 1.923 -2.002 -0.684 -0.157
H 0.466 -3.522 -1.209 0.111
C 1.683 2.866 -0.699 -0.290
H -1.264 -0.468 0.893 0.115
H 3.856 1.318 -2.525 0.105
Cl -6.084 0.303 0.533 0.728
C 2.123 -0.960 0.414 -0.138
H 5.358 3.114 -1.652 0.097
O -1.263 -0.186 -1.752 -0.275
H 0.870 -3.461 0.526 0.130
C 0.697 -2.860 -0.374 -0.194
C -3.818 -0.794 -0.462 -0.075
H -2.803 -3.982 -0.907 0.121
C -5.072 -1.015 0.091 -0.589
N 1.030 1.048 1.368 -0.176
H -0.938 1.870 1.289 0.120
H 0.381 2.942 1.797 0.116
N -0.491 -2.063 -0.141 -0.229
C -3.025 -1.871 -0.803 -0.262
C 0.115 2.144 1.097 -0.190
```

The structure (SMILES) is CN(CCc1ccccn1)[C@H]1CCCN(S(=O)(=O)c2ccc(F)c(Cl)c2)C1. The relative energy (zero: lowest compared OMol25 entry of this formula, charge and spin) is 2.11 kcal per mole. As for the orbital gap: 8.8726 eV.

Density functional theory data (ωB97M-V with the def2-TZVPD basis set) for 2 unconnected molecules or ions with the total composition C4H10S at a distorted geometry.

Geometry as XYZ:
```
15
Properties=species:S:1:pos:R:3:lowdin_charge:R:1
H 3.029 2.123 -1.944 0.076
H -1.916 -2.627 0.455 0.036
H 1.229 0.744 -2.340 0.053
H -2.414 -0.997 2.364 0.049
H -1.842 -3.971 1.678 0.044
S 0.732 0.589 0.039 0.624
H 0.194 -0.595 -0.453 -0.142
H -2.304 -2.438 3.509 0.040
C -1.970 -2.904 1.502 -0.086
C -2.184 -2.056 2.504 -0.079
H 2.398 2.716 -0.449 0.046
H 1.923 3.492 -1.965 0.066
C 1.001 1.479 -1.573 -0.605
H 0.016 1.911 -1.850 0.061
C 2.108 2.534 -1.479 -0.183
```

The structure (SMILES) is C=C.CCS. The relative energy (zero: lowest compared OMol25 entry of this formula, charge and spin) is 29.48 kcal per mole. As for the orbital gap: 9.9494 eV.

| no. | molar mass (g/mol) |
| --- | --- |
| 1 | 111.959 |
| 2 | 101.149 |
| 3 | 431.540 |
| 4 | 658.785 |
| 5 | 125.127 |
| 6 | 88.106 |
| 7 | 411.930 |
| 8 | 90.191 |